Entry 1:
ORCA calculation (wB97M-V/def2-TZVPD) on an isolated molecule of C3H8N2.

The value obtained for the HOMO-LUMO gap is 0.3853 Ha. The LUMO energy comes out at 1.074 eV. Its HOMO energy is -9.411 eV. For the calculated total energy, the calculation gives -6218.331 eV.

Each line ends with the Mulliken charge.
CARTESIAN COORDINATES (ANGSTROEM)
C: 1.79520 0.53017 -0.10608  -0.82
C: 0.97174 -0.79239 -0.11825  -0.38
C: -0.46992 -0.48450 0.28915  -0.16
H: 2.79612 0.41997 -0.84993  0.24
H: 2.13362 0.77265 0.93628  0.27
H: 0.97664 1.37191 -0.51879  0.26
H: 0.83401 -1.23855 -1.07953  0.31
H: 1.28394 -1.56018 0.72289  0.24
H: -0.41433 -0.18163 1.33489  0.33
H: -2.52355 0.95374 0.58813  0.25
H: -3.15820 0.44639 -0.76137  0.30
N: -1.47905 -0.29542 -0.50430  -0.29
N: -2.74622 0.05785 0.06690  -0.54

***

Entry 2:
ORCA calculation (wB97M-V/def2-TZVPD) on an isolated molecule of C15H24N4O2S.

The value obtained for the HOMO-LUMO gap is 0.3275 Ha. The LUMO energy comes out at 0.634 eV. Its HOMO energy is -8.277 eV. For the calculated total energy, the calculation gives -36834.471 eV.

Each line ends with the Mulliken charge.
CARTESIAN COORDINATES (ANGSTROEM)
C: 2.61306 2.33691 3.36366  -1.15
H: 3.22951 3.18689 3.08439  0.43
H: 3.26353 1.55847 3.75503  0.30
H: 1.93035 2.65031 4.14987  0.28
C: 1.83712 1.84194 2.13729  -0.72
N: 0.95313 0.71895 2.34913  0.34
C: 1.61359 -0.54645 2.59996  -0.69
H: 2.20897 -0.78856 1.71439  0.44
C: 0.52874 -1.61627 2.83540  -1.18
N: -0.70419 -1.19682 2.21446  0.02
C: -0.93162 -1.33727 0.88216  0.80
N: -1.97910 -0.65976 0.38851  -0.36
C: -2.27371 -0.76025 -0.89057  -0.75
C: -1.54527 -1.53044 -1.77563  0.33
C: -0.48659 -2.28070 -1.27783  -0.83
C: -0.17282 -2.19727 0.05794  -0.35
H: 0.64536 -2.77658 0.45089  0.25
H: 0.06357 -2.92027 -1.95105  0.52
S: -1.90735 -1.53090 -3.52210  1.25
O: -1.35502 -2.72428 -4.09406  -0.71
O: -3.30041 -1.24757 -3.70089  -0.71
N: -1.07049 -0.24961 -4.19931  0.00
C: 0.36957 -0.31118 -4.09531  -0.84
H: 0.79583 0.10511 -5.01342  0.34
H: 0.67111 -1.35346 -4.01152  0.40
C: 0.75095 0.55444 -2.87962  -0.23
H: 0.90901 -0.06695 -1.99849  -0.06
H: 1.66750 1.10992 -3.07080  0.47
C: -0.45511 1.48826 -2.67360  -0.37
H: -0.87833 1.35594 -1.67850  0.10
H: -0.17915 2.53516 -2.78740  0.46
C: -1.46571 1.06970 -3.75977  -0.81
H: -1.41023 1.74505 -4.61924  0.33
H: -2.49684 1.02832 -3.41454  0.38
H: -3.13686 -0.20386 -1.22922  0.43
C: -1.27158 -0.05817 2.90983  -1.04
H: -1.77776 -0.40759 3.81523  0.31
C: -0.14368 0.93653 3.26928  -0.73
H: -0.50290 1.95940 3.15318  0.51
H: 0.16412 0.80015 4.32025  0.36
H: -2.00160 0.39660 2.24295  0.43
H: 0.32470 -1.71613 3.90535  0.43
H: 0.84695 -2.59067 2.46924  0.43
H: 2.28875 -0.51893 3.47252  0.40
H: 2.54502 1.55076 1.35552  0.36
H: 1.22591 2.66110 1.74642  0.41

***

Entry 3:
ORCA calculation (wB97M-V/def2-TZVPD) on a cluster of 10 separate species, C28H74F3NO24S8 in total.

The value obtained for the HOMO-LUMO gap is 0.3519 Ha. The LUMO energy comes out at 0.159 eV. Its HOMO energy is -9.417 eV. For the calculated total energy, the calculation gives -175695.576 eV.

Each line ends with the Mulliken charge.
CARTESIAN COORDINATES (ANGSTROEM)
N: -20.73287 -23.85375 12.94549  2.76
H: -20.43142 -24.65428 13.48251  -0.08
H: -20.52744 -23.05115 13.52318  0.22
H: -21.66599 -24.00306 12.58899  -0.30
H: -20.09809 -23.80672 12.16132  0.36
C: -19.18952 -19.09598 14.51241  0.43
F: -19.24771 -17.80895 14.04879  -0.23
F: -18.03053 -19.61641 14.21226  -0.21
F: -19.29553 -19.09705 15.85599  -0.17
S: -20.59048 -20.18437 13.66962  1.07
O: -20.58193 -19.97185 12.21279  -0.61
O: -20.28810 -21.56861 14.12586  -1.21
O: -21.85085 -19.79171 14.27375  -0.67
O: -17.38217 -27.53951 14.65406  -0.74
S: -17.36901 -26.37090 13.75538  0.83
O: -18.38343 -25.30941 13.71482  -0.44
O: -15.94983 -25.57407 13.95560  0.17
C: -14.71967 -26.27770 14.19705  -0.44
C: -13.93746 -25.15297 14.88802  -0.84
C: -17.20994 -26.89941 12.01250  -0.87
H: -14.17930 -26.67475 13.33772  0.29
H: -14.85164 -27.12953 14.86419  0.40
H: -14.59863 -24.65312 15.59590  -0.01
H: -13.58842 -24.33508 14.25766  0.24
H: -13.08845 -25.60580 15.40010  0.46
H: -17.32545 -26.05676 11.33082  0.12
H: -17.92087 -27.65252 11.67266  0.29
H: -16.23312 -27.37494 11.92419  0.47
O: -18.17000 -23.82127 8.67053  -0.69
S: -18.39962 -23.07369 9.89926  0.98
O: -19.07367 -23.73613 11.01178  -0.84
O: -16.93786 -22.55478 10.46997  -0.52
C: -16.87018 -22.32615 11.87229  1.03
C: -15.50589 -21.72269 12.24167  -1.53
C: -19.16229 -21.44506 9.48303  -0.25
H: -17.07652 -23.19991 12.49042  -0.20
H: -17.63188 -21.59708 12.14863  -0.08
H: -14.73548 -22.44190 11.96360  0.41
H: -15.48359 -21.42402 13.28972  0.19
H: -15.22008 -20.82297 11.69679  0.42
H: -20.22552 -21.56858 9.27717  -0.21
H: -18.64186 -21.03581 8.61714  0.46
H: -18.94562 -20.81675 10.34697  0.20
O: -23.20059 -27.63761 15.28894  -0.68
S: -21.74871 -27.27314 15.31751  0.84
O: -21.24012 -26.06628 14.63018  -0.32
O: -21.27751 -27.23451 16.98117  -0.46
C: -20.08121 -26.54782 17.25108  0.18
C: -19.96319 -26.31862 18.74561  -1.24
C: -20.83802 -28.79481 14.87997  -1.02
H: -19.93696 -25.60874 16.71681  0.06
H: -19.28280 -27.21588 16.92805  0.38
H: -20.98707 -26.11842 19.06134  0.23
H: -19.25471 -25.58441 19.12915  0.32
H: -19.56996 -27.18584 19.27608  0.36
H: -20.75420 -29.44361 15.75181  0.40
H: -19.87795 -28.48430 14.46774  0.13
H: -21.54156 -29.33103 14.24310  0.45
O: -21.73549 -28.71723 11.60440  -0.71
S: -21.49556 -27.44112 10.98741  1.01
O: -20.77691 -26.38745 11.69227  -0.01
O: -20.77269 -27.71808 9.55098  -0.42
C: -20.40692 -26.65487 8.76703  0.70
C: -20.31786 -27.07115 7.26003  -1.42
C: -23.10581 -26.78193 10.37423  -0.37
H: -19.43040 -26.23693 9.01164  -0.06
H: -21.09820 -25.82048 8.88544  -0.03
H: -19.67832 -26.34892 6.75264  0.37
H: -21.27044 -27.08471 6.73040  0.33
H: -19.81877 -28.03645 7.17512  0.35
H: -22.84482 -25.79976 9.98009  -0.12
H: -23.78337 -26.80098 11.22782  -0.07
H: -23.41912 -27.43248 9.55770  0.53
O: -24.20025 -22.94098 9.38479  -0.71
S: -23.07070 -22.23890 9.98362  1.10
O: -21.98627 -23.00369 10.61316  -0.26
O: -22.40141 -21.19693 8.85154  -0.36
C: -23.18078 -20.17348 8.23424  -0.46
C: -22.61283 -18.82656 8.52167  -1.01
C: -23.79237 -21.00025 11.24305  -0.79
H: -24.26598 -20.18915 8.33521  0.36
H: -23.19878 -20.25096 7.14714  0.40
H: -22.84339 -18.54689 9.54964  0.24
H: -23.00844 -18.07470 7.83880  0.42
H: -21.52968 -18.89572 8.42112  0.22
H: -22.96914 -20.33841 11.51203  0.16
H: -24.05757 -21.55975 12.14012  0.20
H: -24.61484 -20.43861 10.80010  0.49
O: -23.77665 -24.64523 12.83609  -0.49
S: -24.78652 -24.61966 13.87557  0.88
O: -24.43546 -24.22931 15.22592  -0.56
O: -26.14184 -23.80755 13.26030  -0.33
C: -26.63686 -24.26463 11.99848  0.39
C: -28.15428 -23.96754 11.97107  -1.51
C: -25.52097 -26.32865 13.96196  -1.16
H: -26.42301 -25.33178 11.93881  0.27
H: -26.09471 -23.84717 11.15001  0.03
H: -28.34228 -22.90119 12.09626  0.35
H: -28.68985 -24.33999 12.84431  0.33
H: -28.60925 -24.25923 11.02449  0.39
H: -26.59075 -26.41803 13.77309  0.49
H: -25.51382 -26.55436 15.02831  0.37
H: -24.87633 -27.02514 13.42582  0.29
O: -21.79416 -23.62505 20.42468  -0.63
S: -22.55214 -23.01328 19.30326  1.17
O: -23.55403 -21.98052 19.50621  -0.61
O: -21.37999 -22.42938 18.26874  -0.26
C: -21.65507 -21.40258 17.33615  0.32
C: -21.33648 -20.08039 18.09707  -1.30
C: -23.27907 -24.29969 18.15169  -0.52
H: -22.68173 -21.32466 16.97839  0.23
H: -21.02951 -21.60441 16.46664  -0.08
H: -21.67167 -19.28689 17.42913  0.38
H: -20.26676 -20.00029 18.29043  0.25
H: -21.87284 -19.89546 19.02778  0.40
H: -22.66292 -25.19815 18.18691  0.06
H: -23.30646 -23.71765 17.23051  0.07
H: -24.28251 -24.47384 18.54011  0.47
C: -11.38388 -20.38934 16.98554  -1.33
C: -12.68687 -20.75994 16.27276  -0.22
C: -13.77336 -21.35417 17.17603  -1.01
C: -15.01707 -21.88078 16.46435  0.18
C: -16.02424 -22.66376 17.41221  -0.96
C: -17.34918 -22.91456 16.62568  -0.38
H: -11.42943 -19.39336 17.42605  0.33
H: -10.62483 -20.24959 16.21587  0.37
H: -11.15700 -21.24929 17.61572  0.33
H: -13.09243 -19.92064 15.70779  0.36
H: -12.29155 -21.49994 15.57691  0.20
H: -13.92781 -20.53441 17.87762  0.29
H: -13.34382 -22.15478 17.77820  0.39
H: -15.51609 -20.94528 16.21154  0.32
H: -14.69748 -22.39577 15.55840  -0.09
H: -15.67044 -23.65535 17.69448  0.38
H: -16.24222 -22.06353 18.29556  0.51
H: -18.17940 -23.25521 17.24438  0.36
H: -17.69855 -21.92472 16.33196  0.05
H: -17.24446 -23.60645 15.78997  -0.08

***

Entry 4:
ORCA calculation (wB97M-V/def2-TZVPD) on the ion C5H10NS with charge +1.

Its total charge is +1. The value obtained for the HOMO-LUMO gap is 0.3325 Ha. The LUMO energy comes out at -4.293 eV. Its HOMO energy is -13.340 eV. For the calculated total energy, the calculation gives -17664.284 eV.

Each line ends with the Mulliken charge.
CARTESIAN COORDINATES (ANGSTROEM)
C: -0.16546 1.32839 -0.36216  -0.78
C: 0.31450 1.66924 0.83840  -0.17
C: 0.08737 -0.00861 -0.72007  0.80
C: 1.19145 -0.28847 -1.76188  -1.02
C: -1.51613 -1.20778 0.69641  -0.94
N: -0.39514 -1.08090 -0.19388  -0.16
S: 0.96057 0.37118 1.92728  -0.17
H: -0.59589 2.08318 -0.98682  0.41
H: 0.36853 2.66356 1.24068  0.43
H: 1.02017 -1.23256 -2.20972  0.41
H: 2.06368 -0.16810 -1.04584  0.26
H: 0.93609 0.47773 -2.52251  0.35
H: -2.37695 -1.41548 0.10212  0.38
H: -1.27421 -1.93157 1.34452  0.40
H: -1.76939 -0.29807 1.17051  0.38
H: -0.01553 -1.94748 -0.55292  0.23
H: 1.16635 0.98573 3.03588  0.18

***

Entry 5:
ORCA calculation (wB97M-V/def2-TZVPD) on a structure of composition C24H24N5O3PbSSi.

Its total charge is -1. The value obtained for the HOMO-LUMO gap is 0.2566 Ha. The LUMO energy comes out at 2.487 eV. Its HOMO energy is -4.495 eV. For the calculated total energy, the calculation gives -62834.474 eV.

Each line ends with the Mulliken charge.
CARTESIAN COORDINATES (ANGSTROEM)
Pb: 0.79435 0.48749 -0.97806  1.04
C: -1.98316 4.05531 0.85997  -1.07
Si: -1.23387 3.40661 -0.73521  0.05
C: -1.91544 4.41996 -2.17192  -1.11
C: 0.60108 3.83123 -0.65923  -1.14
N: -1.38989 1.71416 -0.92314  0.23
C: -2.58277 1.04977 -0.83852  0.18
C: -3.86105 1.64050 -0.86267  -0.08
C: -5.03104 0.90136 -0.75142  -1.07
C: -4.98653 -0.47416 -0.61232  -0.76
C: -3.74476 -1.10707 -0.59637  -0.47
C: -2.59541 -0.35964 -0.72183  0.27
O: -1.32431 -0.94487 -0.71751  0.24
C: -1.23705 -2.32105 -0.52260  -0.67
C: -1.36855 -3.16848 -1.60744  0.11
C: -1.21215 -4.53248 -1.41175  -0.61
C: -0.93157 -5.02623 -0.14438  -0.47
C: -0.81199 -4.15552 0.93075  -0.79
C: -0.96855 -2.78843 0.74974  0.28
H: -1.85511 5.13894 0.94065  0.35
H: -1.49161 3.59021 1.71865  0.30
H: -3.04911 3.83299 0.93673  0.37
H: -1.65865 5.47626 -2.04372  0.32
H: -3.00056 4.35081 -2.26821  0.34
H: -1.47771 4.07805 -3.11357  0.29
H: 0.70430 4.91545 -0.55315  0.38
H: 1.14271 3.54295 -1.56497  0.29
H: 1.10630 3.38091 0.20134  0.24
H: -3.93057 2.71582 -0.96927  0.18
H: -5.98420 1.41704 -0.76960  0.36
H: -5.89207 -1.05747 -0.51110  0.36
H: -3.68026 -2.18004 -0.47829  0.39
H: -1.57774 -2.75355 -2.58535  0.45
H: -1.29841 -5.20864 -2.25304  0.38
H: -0.80283 -6.09121 0.00359  0.38
H: -0.59320 -4.53695 1.91996  0.43
H: -0.87578 -2.08421 1.56538  0.33
O: 3.38226 0.36035 -0.86953  -0.87
N: 4.01884 -0.78995 -0.74647  0.52
C: 5.25472 -0.75162 -0.19010  -0.20
C: 6.01670 -1.87264 -0.03324  -0.76
C: 5.49082 -3.09320 -0.46635  -0.10
C: 4.23928 -3.11977 -1.01874  -0.85
C: 3.45182 -1.95645 -1.16917  0.44
S: 1.88656 -2.03786 -1.85126  -0.37
H: 5.55487 0.24217 0.10321  0.41
H: 6.99307 -1.79108 0.42105  0.39
H: 6.05896 -4.00813 -0.36064  0.36
H: 3.79377 -4.04578 -1.35195  0.39
N: 2.61390 1.22867 1.87539  -0.18
C: 1.49165 0.50427 2.12016  1.00
O: 1.05438 -0.27527 1.21014  -0.54
C: 0.85745 0.61067 3.37696  0.10
C: 1.40570 1.46245 4.36206  -0.16
N: 1.92593 2.17241 5.11243  -0.62
C: -0.27544 -0.19445 3.64692  0.11
N: -1.19164 -0.85820 3.87813  -0.67
H: 3.05965 1.11660 0.97030  0.13
H: 2.91391 1.94100 2.51856  0.17